{
  "formula": "C5H31N2O11",
  "method": "the ωB97M-V functional and the def2-TZVPD basis",
  "species": ["O", "C", "C", "C", "C", "C", "N", "N", "H", "H", "H", "H", "H", "H", "H", "H", "H", "H", "H", "H", "H", "O", "H", "H", "O", "H", "H", "O", "H", "H", "O", "H", "H", "O", "H", "H", "O", "H", "H", "O", "H", "H", "O", "H", "H", "O", "H", "H", "O"],
  "coordinates": [[-0.5089, 0.1610, -2.0745], [-0.9417, 0.8557, -1.1601], [-0.6480, 0.5982, 0.2719], [0.9366, 0.7544, 0.5674], [1.5621, -0.4700, 0.1009], [2.4537, -0.3730, -0.8823], [3.0334, -1.7072, -1.4065], [-1.3990, 1.4949, 1.2538], [-1.7260, 1.5719, -1.4024], [-0.9020, -0.4683, 0.7640], [1.3891, 1.7195, 0.2981], [1.1469, 0.9320, 1.6485], [1.5185, -1.3812, 0.8047], [2.8411, 0.5217, -1.4161], [3.9421, -1.6141, -1.9268], [3.2287, -2.3442, -0.5486], [2.4572, -2.3192, -2.0091], [-1.3418, 2.4193, 0.7838], [-2.3084, 1.0483, 1.2406], [1.0849, -0.5527, -2.9705], [1.7713, -1.2405, -4.1951], [1.9022, -0.9912, -3.2819], [-0.4958, 0.8402, 3.1426], [-0.3338, 1.5700, 4.4410], [-0.1686, 0.7898, 4.0202], [1.7442, 2.1410, -3.7448], [2.3318, 2.9367, -2.6343], [2.0575, 1.9577, -2.8366], [-1.9658, -0.2582, 4.3144], [-3.1621, 0.0402, 4.8519], [-2.8835, -0.2752, 3.9967], [-4.1631, -0.0264, 0.0211], [-4.3926, 1.2596, -0.8027], [-3.8499, 0.7804, -0.1700], [3.9775, 2.1888, 3.3958], [2.6724, 1.4709, 2.9292], [3.6121, 1.5741, 2.8076], [-3.4681, -1.6842, 1.7004], [-3.2381, -2.3409, 0.3869], [-3.0077, -1.5523, 0.8251], [1.1173, -4.1144, -0.5341], [2.4125, -4.9643, -0.8437], [2.1149, -4.1208, -0.6939], [-2.9940, 3.9423, -0.4133], [-3.0524, 4.6533, -1.6772], [-2.4634, 4.0423, -1.1698], [-0.7224, -2.6995, -1.6688], [-0.8967, -3.2328, -0.1097], [-0.5658, -3.2058, -0.9410]],
  "charge": 0,
  "homo_energy_ev": [-2.5, -6.7],
  "max_force_ev_per_a": 5.910,
  "lumo_ha": [0.01334, 0.01139],
  "e_tot_ev": -31183.9634,
  "s_squared": 0.75,
  "orbital_gap_ev": [2.869, 6.985],
  "spin_multiplicity": 2,
  "e_above_lowest_kcal_mol": 97.35
}

{
  "formula": "C5H9N",
  "method": "the ωB97M-V functional and the def2-TZVPD basis",
  "species": ["C", "C", "C", "C", "C", "H", "H", "H", "H", "H", "H", "H", "H", "H", "N"],
  "coordinates": [[-2.3812, -0.5711, 0.1342], [-1.1930, 0.3332, -0.0796], [1.1820, 0.6659, 0.0422], [2.4667, -0.0091, 0.0413], [3.5392, -0.5883, 0.0455], [-3.3420, -0.0081, 0.2996], [-2.2176, -1.1134, 1.0634], [-2.6112, -1.2215, -0.7426], [-1.3760, 1.0163, -0.9285], [-1.1875, 0.9708, 0.8086], [0.2312, -0.7681, -1.0483], [1.0964, 1.1344, 1.0408], [1.1701, 1.5045, -0.7001], [4.5269, -1.0404, 0.1441], [0.0960, -0.3049, -0.1206]],
  "charge": 0,
  "homo_energy_ev": -9.2,
  "max_force_ev_per_a": 2.614,
  "lumo_ha": 0.03922,
  "e_tot_ev": -6818.6141,
  "orbital_gap_ev": 10.298,
  "spin_multiplicity": 1,
  "e_above_lowest_kcal_mol": 54.90,
  "smiles": "C#CCNCC"
}

{
  "formula": "C37H46Cl2F9I2N3O3PSSbTeTl",
  "method": "the ωB97M-V functional and the def2-TZVPD basis",
  "species": ["Tl", "Cl", "C", "C", "C", "C", "C", "Cl", "C", "S", "H", "H", "H", "C", "C", "C", "C", "C", "C", "C", "C", "C", "C", "C", "C", "N", "C", "C", "C", "C", "C", "N", "C", "C", "C", "C", "H", "H", "H", "H", "H", "H", "H", "H", "H", "H", "H", "H", "H", "H", "H", "H", "H", "H", "H", "H", "H", "H", "H", "H", "H", "H", "H", "H", "H", "C", "C", "O", "P", "O", "Te", "O", "C", "C", "H", "H", "H", "H", "H", "H", "H", "H", "H", "H", "F", "Sb", "F", "F", "F", "F", "F", "F", "C", "F", "F", "C", "C", "C", "N", "C", "C", "H", "H", "H", "H", "I", "I"],
  "coordinates": [[-0.2451, -0.0146, -0.8373], [-1.2789, 1.6981, -3.6129], [-2.6966, 1.0011, -4.3490], [-3.1670, 1.6392, -5.4831], [-4.3109, 1.1802, -6.1152], [-4.9633, 0.0780, -5.5847], [-4.4771, -0.5407, -4.4486], [-5.3779, -1.9089, -3.8577], [-3.3176, -0.1207, -3.7475], [-2.7864, -0.9132, -2.3136], [-2.6275, 2.4974, -5.8615], [-4.6856, 1.6700, -7.0044], [-5.8609, -0.3106, -6.0473], [4.0703, 1.9546, 0.4893], [2.6318, 2.3963, 0.7685], [2.2723, 3.6248, -0.0674], [2.4217, 2.6408, 2.2489], [3.0890, 3.6984, 2.8516], [3.0043, 3.9262, 4.2147], [2.2110, 3.0974, 4.9839], [1.5046, 2.0365, 4.4219], [0.5909, 1.2270, 5.3219], [1.3750, 0.3571, 6.3073], [-0.3596, 2.1486, 6.0862], [1.6356, 1.7829, 3.0438], [1.0134, 0.6619, 2.4350], [1.4423, -0.4682, 2.8501], [1.0974, -1.8041, 2.4438], [1.9147, -2.8668, 2.7933], [1.4739, -3.9902, 2.0841], [0.3975, -3.5933, 1.3127], [0.1546, -2.2576, 1.5312], [-0.3163, -4.4343, 0.2608], [0.5731, -5.6450, -0.0631], [-1.6808, -4.9729, 0.7436], [-0.4825, -3.6328, -1.0368], [4.1747, 1.6260, -0.5460], [4.3603, 1.1182, 1.1257], [4.7681, 2.7800, 0.6629], [1.9803, 1.5763, 0.4706], [2.8634, 4.4947, 0.2324], [1.2175, 3.8737, 0.0352], [2.4892, 3.4320, -1.1208], [3.7092, 4.3443, 2.2407], [3.5503, 4.7433, 4.6713], [2.1384, 3.2756, 6.0510], [-0.0124, 0.5725, 4.6910], [2.0195, 0.9762, 6.9375], [2.0074, -0.3655, 5.7905], [0.6923, -0.1947, 6.9582], [0.1892, 2.8369, 6.7331], [-1.0274, 1.5619, 6.7204], [-0.9614, 2.7405, 5.3980], [2.2498, -0.4866, 3.5947], [2.7757, -2.7980, 3.4413], [1.9376, -4.9610, 2.0763], [0.6345, -6.3307, 0.7862], [1.5772, -5.3333, -0.3377], [0.1333, -6.1910, -0.9011], [-1.6723, -5.1587, 1.8193], [-1.8996, -5.9170, 0.2367], [-2.4973, -4.2853, 0.5290], [0.4813, -3.2491, -1.3770], [-1.1740, -2.7985, -0.9260], [-0.8896, -4.2828, -1.8164], [-5.7693, 1.9440, -1.0518], [-4.4764, 2.6955, -1.2525], [-3.5248, 2.2096, -0.2947], [-2.3706, 2.9015, 0.5057], [-1.0193, 2.7629, -0.0611], [-2.8116, 5.2877, 0.7413], [-2.5389, 2.2617, 1.9356], [-3.8659, 2.2559, 2.5157], [-3.8220, 1.6150, 3.8808], [-6.4926, 2.2645, -1.8049], [-6.1832, 2.1262, -0.0584], [-5.5950, 0.8720, -1.1541], [-4.5981, 3.7752, -1.1305], [-4.0712, 2.5077, -2.2442], [-4.5160, 1.6884, 1.8571], [-4.2254, 3.2924, 2.5725], [-3.1688, 0.7435, 3.8510], [-4.8206, 1.2677, 4.1423], [-3.4674, 2.3032, 4.6424], [2.5125, -1.5429, -0.7658], [3.9713, -2.6205, -1.3561], [2.8337, -3.4916, -2.6023], [3.5635, -3.9578, -0.0891], [4.3610, -1.2994, -2.6627], [5.1127, -1.7651, -0.1134], [5.4343, -3.6563, -1.9726], [5.0476, -0.2370, -6.2713], [4.0269, -1.0833, -6.4922], [4.5432, -2.3195, -6.5666], [3.5587, -0.7926, -7.7324], [2.9470, -0.9655, -5.4579], [2.7006, 0.2535, -4.8472], [1.6746, 0.3146, -3.9223], [0.9126, -0.7272, -3.5997], [1.1628, -1.8866, -4.1915], [2.1712, -2.0595, -5.1302], [3.3057, 1.1229, -5.0620], [1.4551, 1.2455, -3.4123], [0.5371, -2.7189, -3.8930], [2.3578, -3.0321, -5.5617], [-1.9571, -1.6378, 1.5049], [-4.9497, -1.3603, 1.6653]],
  "charge": -2,
  "homo_energy_ev": [-2.7, -2.7],
  "max_force_ev_per_a": 0.646,
  "lumo_ha": [0.11145, 0.03800],
  "e_tot_ev": -154092.5110,
  "s_squared": 0.75,
  "orbital_gap_ev": [5.769, 3.769],
  "spin_multiplicity": 2,
  "e_above_lowest_kcal_mol": 2.25
}